Entry 1:
A structure of composition C13H21NO4, computed with ωB97M-V/def2-TZVPD.

XYZ file:
```
39
Properties=species:S:1:pos:R:3:forces:R:3:lowdin_charge:R:1
C -0.583388 -2.410842 0.697666 3.1825 2.2563 1.3036 -0.158
H -0.012782 -3.396984 0.727574 -1.0775 1.1884 0.2480 0.106
O -1.810913 -2.578845 0.230989 -4.3815 -4.1604 -0.3952 -0.096
C -2.734609 -1.645428 -0.036005 -4.2077 -5.9290 -1.2122 -0.304
C -2.362699 -0.461456 -0.090032 2.1335 12.2140 1.2876 0.007
C -3.344920 0.639785 -0.195203 0.6011 -3.5510 -0.3657 -0.278
C -4.682544 0.283108 -0.453296 1.6826 12.0120 -1.2800 -0.095
C -5.004696 -0.892980 -0.803109 -1.7213 -6.0954 0.6190 -0.180
C -4.149044 -1.902588 -0.473970 3.1347 -4.0697 1.0747 0.022
H -4.347026 -3.010572 -0.436042 -0.4054 1.3604 -0.4408 0.121
H -6.053486 -0.958967 -0.949938 -0.7154 -1.2420 -0.8611 0.109
H -5.379190 1.307410 -0.957090 1.9768 -3.1474 2.1326 0.205
O -2.966433 1.880537 -0.325366 0.7943 4.4816 0.8225 -0.098
C -1.702945 2.563993 0.281173 -0.6591 -1.8922 -2.0696 -0.009
C -0.586522 2.146163 -0.872850 1.2980 1.4944 5.5716 -0.064
O 0.305840 1.229761 -0.101584 -0.6838 -1.4144 -1.9036 -0.266
C 1.367375 1.682733 0.688199 -2.9585 8.8839 -1.8528 -0.327
C 2.214984 0.682161 1.212256 3.5153 -0.7560 0.3318 -0.177
N 3.117558 0.306215 -0.042540 -3.7752 -1.7303 3.0228 -0.014
H 2.337272 0.035409 -0.618282 -0.2272 0.1850 -1.4030 0.084
C 3.732167 -0.992596 0.267500 -3.9643 2.1922 11.2230 -0.383
C 4.504634 -1.284096 -0.698771 10.5490 -5.4042 -14.5680 -0.373
O 5.469222 -0.218792 -1.181678 -1.5671 -0.9632 1.6055 -0.125
H 4.893827 0.530957 -1.000470 0.3185 0.8246 -0.2561 0.035
H 3.954094 -1.482764 -1.930080 0.7921 0.0488 3.8719 0.197
H 5.340827 -2.214548 -0.630849 -2.8795 2.1456 0.2677 0.178
H 3.159498 -2.023887 0.666717 0.7980 3.0813 -0.8988 0.194
H 4.478538 -0.567359 1.157594 -1.5959 -1.7829 -1.4267 0.190
H 1.559869 -0.071877 1.740929 1.1139 0.0115 -0.8998 0.136
H 2.986142 1.106495 1.937207 -1.3608 -0.4470 -0.6383 0.145
H 0.853639 2.443669 1.439882 1.2216 -1.7144 -0.4223 0.147
H 1.883613 2.573819 -0.037760 -0.3316 -2.5003 1.9117 0.178
H -0.048840 3.128016 -1.040930 -0.2813 -1.4036 -0.8199 0.123
H -1.021646 1.546853 -1.649393 -0.0308 0.2788 -0.4667 0.117
H -1.533091 1.954364 1.222081 0.1805 1.2537 -0.9321 0.127
H -1.786550 3.757967 0.417315 -0.5499 -3.1052 -0.3659 0.158
H -1.348793 -0.036765 0.161778 -0.9854 -1.1857 -0.4080 0.108
H -0.570772 -1.843939 1.826312 0.2440 -1.3606 -3.0450 0.159
H -0.128228 -1.804114 -0.149934 0.8230 -0.0575 1.6372 0.100
```
Positions in Å, forces in eV/Å.

Output
calculated total energy = -863.235833 Ha
HOMO-LUMO gap = 8.33 eV
HOMO level = -7.7 eV

---

Entry 2:
A cluster of 2 separate species, C10H16 in total, computed with ωB97M-V/def2-TZVPD.

XYZ file:
```
26
Properties=species:S:1:pos:R:3:forces:R:3:lowdin_charge:R:1
C 1.513757 1.951349 0.826808 -1.5603 -0.6687 -1.8504 -0.170
C 1.036151 1.645758 2.316390 1.4229 2.6101 -2.7513 -0.133
H 0.956303 1.093777 0.168636 1.6304 2.6252 1.3039 0.057
H 1.185048 3.025353 0.477654 0.3299 -2.1414 0.6129 0.085
H 2.584639 1.931197 0.564126 -0.3037 -0.4015 0.5462 0.043
H 1.858652 1.918691 2.984924 -0.6745 -0.3899 0.3588 0.064
H 0.630081 0.682793 2.318382 -0.1370 -1.5694 0.6566 0.019
H 0.223920 2.354355 2.281214 -0.4459 0.1347 1.3206 0.048
C -1.068923 0.742295 -1.177510 0.8939 2.7297 1.1974 -0.279
C -2.335323 0.633113 -1.996549 -1.2334 -0.3247 -5.4617 -0.184
C -0.358680 -0.557017 -0.650217 -3.6345 1.1506 0.9951 -0.210
C -1.068758 -1.150828 0.512552 5.2376 -1.6717 -3.4711 -0.013
C 0.806341 -1.115597 -1.182253 -1.6393 3.8744 -1.0561 -0.099
C -0.416895 -2.260199 1.043334 1.8663 0.5528 -0.3701 -0.084
C 1.288056 -2.172495 -0.582237 4.2034 -4.5163 1.5824 -0.160
C 0.850240 -2.735117 0.595759 -2.4604 -0.0382 -0.6268 -0.062
H -0.230989 1.413348 -1.745191 -2.2093 -1.4005 1.4316 0.147
H -1.520002 1.341971 -0.250870 1.8707 -1.0417 -1.4086 0.133
H -2.977945 1.502746 -2.434711 1.3555 -0.2790 2.3154 0.074
H -2.031054 -1.019902 0.834025 -2.1892 1.3552 0.5527 0.077
H 1.488051 -0.662810 -1.929706 -1.2607 0.0561 0.1109 0.136
H -0.792233 -2.697556 1.904658 -1.0069 -0.9674 1.4755 0.073
H 2.217254 -2.635170 -0.992853 -0.6870 0.4628 0.1947 0.122
H 1.275796 -3.684266 0.939440 -0.0863 0.6704 0.2295 0.106
H -3.152682 -0.088672 -1.613002 1.7519 0.6299 -0.9282 0.086
H -1.960807 0.542885 -3.212798 -1.0341 -1.4416 3.0403 0.122
```
Positions in Å, forces in eV/Å.

Output
calculated total energy = -390.492273 Ha
HOMO-LUMO gap = 9.82 eV
HOMO level = -8.9 eV
SMILES = CCc1ccccc1.CC

---

Entry 3:
An isolated molecule of C4H12N2S, computed with ωB97M-V/def2-TZVPD.

XYZ file:
```
19
Properties=species:S:1:pos:R:3:forces:R:3:lowdin_charge:R:1
N -1.512692 -0.058477 1.434988 -0.0380 0.3568 0.2058 0.038
C -0.545345 0.165494 0.359482 0.2742 -1.1337 -0.3853 -0.439
C -0.782813 -0.898633 -0.726715 0.4199 -0.2357 0.2261 -0.245
C 0.223829 -0.985333 -1.870996 -0.0385 0.8798 -0.3223 -0.524
S 0.661287 0.648662 -2.638674 -0.1878 -0.3130 0.2789 0.680
C 0.909579 0.159718 0.823951 0.0442 1.7973 0.3836 -0.253
N 1.040575 1.077573 1.984003 0.3854 -0.1953 0.1560 -0.014
H -1.950598 0.811072 1.721229 -0.0250 -0.0076 -0.2510 0.069
H -0.992288 -0.308029 2.268839 0.0310 -0.1786 0.0144 0.061
H -0.671895 1.114391 -0.148070 -0.3068 0.5084 0.2531 0.113
H -1.780216 -0.757385 -1.138364 -0.1329 -0.0029 0.0431 0.106
H -0.767831 -1.865692 -0.214534 -0.1913 -0.0594 -0.0726 0.113
H -0.197070 -1.535102 -2.702614 0.0214 -0.4666 0.0725 0.053
H 1.169180 -1.436386 -1.576725 0.0180 0.0221 0.0063 0.066
H -0.619974 1.024555 -2.760875 0.0488 0.1118 -0.1163 -0.141
H 1.460240 0.598676 -0.007152 0.3837 -0.5380 -0.2255 0.070
H 1.365972 -0.769089 1.147316 -0.3897 -0.5279 -0.2628 0.120
H 1.974738 0.970519 2.366935 -0.0957 -0.0413 0.1073 0.061
H 1.015319 2.043465 1.677976 -0.2209 0.0236 -0.1114 0.066
```
Positions in Å, forces in eV/Å.

Output
calculated total energy = -667.285950 Ha
HOMO-LUMO gap = 9.75 eV
HOMO level = -8.9 eV
SMILES = NC[C@H](N)CCS

---

Entry 4:
An isolated molecule of C5H4N2, computed with ωB97M-V/def2-TZVPD.

XYZ file:
```
11
Properties=species:S:1:pos:R:3:forces:R:3:lowdin_charge:R:1
C 2.427503 -0.796499 -0.148991 -0.1417 0.4612 0.1257 0.098
C 1.667286 0.079955 0.184557 0.3031 -0.5427 -0.1968 -0.100
C 0.333324 0.575758 0.355504 -0.0716 -0.3301 -0.2316 -0.252
C -0.550099 -0.384547 0.807539 -0.1292 -0.0434 -0.0463 -0.067
N -1.704775 -0.186763 0.158370 -0.2036 -0.0931 0.1433 -0.022
N -1.664266 0.870499 -0.676368 0.1349 0.2084 0.1609 0.036
C -0.442766 1.357298 -0.542524 -0.0293 -0.0002 -0.1153 -0.116
H 2.876354 -1.667239 -0.566381 0.4778 0.2213 0.1535 0.028
H -0.365996 -1.206082 1.485772 -0.1057 -0.0099 -0.2634 0.133
H -2.430277 -0.876595 0.046961 -0.2272 0.3446 0.2421 0.153
H -0.146284 2.234210 -1.104438 -0.0077 -0.2160 0.0281 0.110
```
Positions in Å, forces in eV/Å.

Output
calculated total energy = -302.322079 Ha
HOMO-LUMO gap = 9.55 eV
HOMO level = -8.7 eV
SMILES = C#Cc1cn[nH]c1

---

Entry 5:
The ion C10H20O3P with charge +1, computed with ωB97M-V/def2-TZVPD.

XYZ file:
```
34
Properties=species:S:1:pos:R:3:forces:R:3:lowdin_charge:R:1
C 2.928286 0.723130 0.037142 1.4405 4.7913 -1.9655 -0.285
C 2.940946 -1.182266 -0.998437 -2.5211 -3.1747 -3.2107 -0.261
C 1.091899 -2.215953 1.695241 0.2670 0.4145 -2.3379 -0.077
C -2.298697 -0.713365 -1.500018 -0.7978 0.2823 1.0684 -0.106
C -1.670656 1.659692 1.472201 -3.6339 1.1229 0.3116 -0.138
C 1.402191 2.152324 -1.287729 -2.1990 0.1732 -1.0336 -0.009
C 0.218903 -1.985583 0.391679 3.1359 3.1278 0.5311 -0.246
C -0.868798 0.027191 -1.550021 -2.3869 -1.7139 0.0004 -0.284
C -0.582231 0.618770 1.566352 -0.5791 -0.7311 -1.5123 -0.299
C 1.565317 1.070516 -0.259706 -1.2449 -0.0916 -0.5701 -0.518
O 2.112144 1.410444 0.975017 1.3742 -0.7014 1.5638 0.064
O 3.450643 -0.518434 -0.006018 0.8867 -1.4524 1.8485 0.110
O 1.925784 -0.816131 -1.606823 2.6743 -1.5514 -0.1550 -0.048
P 0.088410 -0.098379 -0.037582 0.4152 -0.3716 1.5304 1.150
H 3.719529 1.417838 -0.464201 -1.4213 -1.0139 1.2318 0.222
H 3.387310 -2.245542 -1.263922 -0.2641 2.3514 0.9290 0.215
H 0.531564 -1.767429 2.549076 0.7428 -1.0519 -0.3229 0.073
H 1.318780 -3.360595 1.660915 -0.1995 2.3112 0.8764 0.123
H 1.999406 -1.535119 1.459986 -1.0489 -1.7722 1.1703 0.078
H -2.907422 -0.532062 -2.392058 0.6621 0.1246 -0.1973 0.076
H -2.351266 -1.792611 -1.335278 0.7806 0.0107 -0.2265 0.064
H -3.005683 -0.350688 -0.695637 1.1668 0.1176 -0.5037 0.077
H -2.297430 1.662606 2.449786 1.3177 0.1089 -1.3781 0.107
H -1.440530 2.750639 1.265319 0.4061 -1.4796 0.2597 0.093
H -2.533336 1.419998 0.716884 1.8219 0.1139 1.0607 0.087
H 1.669606 1.758171 -2.279847 -0.1057 0.1450 0.3280 0.111
H 1.963867 3.029864 -1.086412 1.1284 0.4521 0.4739 0.091
H 0.375110 2.598455 -1.368529 0.6155 -0.7567 0.1367 0.099
H -0.772219 -2.203049 0.492044 -2.7306 -0.9937 0.2380 0.042
H 0.668344 -2.372486 -0.496368 -0.0266 -0.7304 -0.3835 0.064
H -1.182461 1.040902 -1.672416 0.4153 0.8473 -0.4344 0.069
H -0.271265 -0.386943 -2.388741 -0.2764 0.5816 0.5722 0.108
H -0.859466 -0.232421 2.169178 -0.8707 -0.4287 -0.1318 0.075
H 0.277743 0.901855 2.114341 1.0554 0.9387 0.2323 0.072
```
Positions in Å, forces in eV/Å.

Output
calculated total energy = -959.737906 Ha
net charge = +1
HOMO-LUMO gap = 11.40 eV
HOMO level = -14.3 eV

---

Entry 6:
An isolated molecule of C2H2N4O2, computed with ωB97M-V/def2-TZVPD.

XYZ file:
```
10
Properties=species:S:1:pos:R:3:forces:R:3:lowdin_charge:R:1
C 0.017162 -0.656646 -0.572500 -2.4337 -1.5689 0.0402 -0.316
C 0.764287 0.576109 -0.432116 3.1252 0.0995 -0.7359 -0.477
H 1.088538 -1.405644 -1.809203 4.2118 0.8855 -2.4669 0.022
H -1.109069 1.377302 1.930646 2.0905 -0.5936 -0.3332 0.164
N 0.260175 -1.553650 -1.404338 -3.2107 -1.3687 1.7765 0.260
N -1.211739 -0.921978 0.153927 -0.9007 0.9910 1.3011 0.088
N -1.440189 -0.236474 1.189808 1.5567 -1.9001 -3.1600 0.004
N -0.451557 0.630810 1.529708 -1.6846 3.4466 1.7653 0.028
O 0.289949 1.419655 0.460869 -1.3522 -0.2896 1.3725 0.075
O 1.792444 0.770517 -1.046799 -1.4024 0.2984 0.4403 0.151
```
Positions in Å, forces in eV/Å.

Output
calculated total energy = -446.765870 Ha
HOMO-LUMO gap = 9.49 eV
HOMO level = -10.7 eV
SMILES = [H]/N=c1/nn[nH]oc1=O

---

Entry 7:
A structure of composition C2H5NO2S, computed with ωB97M-V/def2-TZVPD.

XYZ file:
```
11
Properties=species:S:1:pos:R:3:forces:R:3:lowdin_charge:R:1
C -0.855669 0.323051 -0.702267 0.7697 -1.8149 0.2668 -0.238
C -0.813681 0.117894 0.890767 -2.1202 1.2330 -0.8930 -0.203
N 0.439111 0.867732 -1.008910 1.4269 0.9619 0.2834 -0.347
O 0.458074 0.485911 1.390043 0.9829 1.2398 -0.3077 -0.372
O 2.375713 -1.154717 -0.048765 0.5201 3.5950 3.4676 -0.337
S 1.442825 0.774298 0.128038 0.2559 -2.3813 -0.9347 1.141
H -0.851543 -0.701702 -1.159295 -0.4581 0.7192 0.2960 0.116
H -1.625796 0.914590 -1.227818 0.1247 -0.1347 0.9436 0.113
H -1.678460 0.685492 1.360013 1.4306 -0.5963 -0.1279 0.140
H -0.788652 -0.895391 1.151605 -1.0783 -1.6465 0.0358 0.093
H 1.898082 -1.417162 -0.773406 -1.8541 -1.1751 -3.0299 -0.106
```
Positions in Å, forces in eV/Å.

Output
calculated total energy = -682.504641 Ha
HOMO-LUMO gap (alpha / beta) = 9.43 / 9.43 eV
HOMO level (alpha / beta) = -9.4 / -9.4 eV

---

Entry 8:
The ion C4H10N3 with charge +1, computed with ωB97M-V/def2-TZVPD.

XYZ file:
```
17
Properties=species:S:1:pos:R:3:forces:R:3:lowdin_charge:R:1
C -0.780965 1.513030 0.657889 -1.1675 -2.3249 1.9921 -0.089
C -0.822408 -0.657914 -0.476525 1.0243 0.0328 1.9984 -0.213
C -1.038777 -1.964217 0.300978 -0.7265 1.7884 1.9309 -0.002
C 1.213374 1.047934 -0.786114 -0.0308 1.0557 2.4406 0.032
N -2.010832 1.195470 -0.080608 -0.1706 2.1605 0.4959 0.066
N -2.009211 0.110758 -0.585017 -0.4957 -1.7005 -1.4835 0.067
N 0.217691 0.469876 0.183641 -1.4447 -0.9035 1.1537 -0.054
H -0.363700 2.460694 0.453325 -0.0559 1.1391 -0.0132 0.104
H -1.225242 1.388260 1.750780 1.7765 0.2958 -1.8761 0.191
H -0.296833 -0.800316 -1.363192 0.1859 -0.4572 -1.9733 0.121
H -1.791162 -1.817162 1.138362 0.7887 -0.3425 -1.1930 0.124
H -0.166660 -2.388204 0.723386 1.5935 0.4997 0.9794 0.070
H -1.213189 -2.839429 -0.252721 -1.4055 -0.5773 -1.6223 0.078
H 0.985010 1.005346 -1.814350 -0.5891 -0.4906 -1.0155 0.100
H 1.375787 2.106191 -0.494102 -0.0227 -0.6590 -0.2938 0.117
H 2.048414 0.495841 -0.461353 1.6799 -0.3807 -0.7904 0.093
H 0.757234 -0.021853 0.941371 -0.9398 0.8640 -0.7299 0.193
```
Positions in Å, forces in eV/Å.

Output
calculated total energy = -322.327490 Ha
net charge = +1
HOMO-LUMO gap = 10.72 eV
HOMO level = -14.4 eV
SMILES = C[C@H]1N=NC[N@@H+]1C

---

The records above yield ΔE to the lowest compared entry with this formula, charge and spin values of 300.2 90.1 5.6 66.7 26.2 129.8 84.7 83.5 kcal per mole, respectively.